# 1
ORCA calculation (wB97M-V/def2-TZVPD) on a cluster of 4 separate species, C33H71N4O8S in total at a distorted geometry.

XYZ file:
```
117
Properties=species:S:1:pos:R:3
C -4.77 -0.89 -5.70
C -4.08 0.09 -4.63
C -3.72 -0.80 -3.39
C -2.91 -0.08 -2.24
C -1.57 0.58 -2.78
S -3.94 1.08 -1.21
O -5.43 1.12 -1.96
C -3.23 2.78 -1.26
C -2.27 2.93 0.01
C -2.23 4.43 0.51
N -1.78 5.30 -0.59
C -0.34 5.62 -0.55
C -0.14 7.06 -1.17
C 0.81 7.99 -0.57
C 1.00 9.31 -1.14
C 0.23 9.78 -2.28
C -0.72 8.88 -2.90
C -0.88 7.52 -2.35
O -1.80 6.70 -3.05
H -4.35 -0.75 -6.73
H -4.58 -1.97 -5.44
H -5.88 -0.77 -5.72
H -3.19 0.52 -5.15
H -4.84 0.88 -4.42
H -3.05 -1.63 -3.77
H -4.65 -1.33 -3.01
H -2.58 -0.89 -1.53
H -0.90 -0.26 -3.10
H -1.76 1.29 -3.63
H -1.11 1.11 -1.90
H -5.87 0.31 -1.62
H -2.66 3.00 -2.20
H -4.05 3.55 -1.21
H -2.73 2.29 0.81
H -1.22 2.62 -0.22
H -1.68 4.56 1.48
H -3.30 4.71 0.72
H -2.32 6.17 -0.55
H -0.01 5.72 0.53
H 0.31 4.85 -1.05
H 1.45 7.73 0.31
H 1.74 10.02 -0.71
H 0.33 10.80 -2.71
H -1.33 9.18 -3.79
H -2.67 7.06 -2.80
C -3.93 -0.19 2.59
O -2.51 -0.16 2.58
C -1.96 1.00 3.21
C -1.26 0.62 4.51
N -2.22 0.21 5.53
C -1.60 -0.41 6.71
C -0.85 -1.73 6.50
O -1.68 -2.82 6.14
C -1.97 -2.92 4.76
H -4.25 -1.02 1.95
H -4.31 -0.38 3.60
H -4.35 0.74 2.20
H -2.72 1.77 3.38
H -1.21 1.40 2.52
H -0.69 1.48 4.87
H -0.55 -0.18 4.28
H -2.87 -0.45 5.13
H -2.41 -0.60 7.42
H -0.93 0.31 7.18
H -0.41 -2.00 7.47
H -0.01 -1.63 5.81
H -1.14 -2.55 4.13
H -2.89 -2.38 4.52
H -2.14 -3.97 4.52
C 1.63 -1.49 -3.16
O 1.61 -0.14 -3.60
C 2.65 0.66 -3.04
C 3.67 1.05 -4.11
N 4.45 -0.11 -4.54
C 5.25 0.14 -5.74
C 4.51 0.47 -7.04
O 3.74 -0.61 -7.56
C 2.44 -0.74 -7.01
H 0.71 -1.97 -3.50
H 2.48 -2.02 -3.59
H 1.67 -1.55 -2.07
H 3.13 0.16 -2.19
H 2.18 1.57 -2.67
H 4.34 1.81 -3.70
H 3.11 1.50 -4.94
H 3.82 -0.88 -4.73
H 5.83 -0.77 -5.91
H 5.97 0.94 -5.53
H 5.27 0.68 -7.80
H 3.90 1.38 -6.96
H 2.01 0.22 -6.72
H 2.47 -1.42 -6.15
H 1.80 -1.20 -7.76
C 2.88 -8.04 6.08
O 3.93 -7.41 5.36
C 3.94 -7.72 3.97
C 3.57 -6.50 3.14
N 2.16 -6.15 3.31
C 1.80 -4.84 2.76
C 2.46 -3.60 3.38
O 2.07 -3.34 4.72
C 2.79 -4.07 5.71
H 3.05 -7.88 7.14
H 1.91 -7.60 5.82
H 2.86 -9.11 5.88
H 3.29 -8.57 3.74
H 4.96 -8.01 3.72
H 3.77 -6.70 2.09
H 4.23 -5.67 3.46
H 1.94 -6.15 4.30
H 0.72 -4.74 2.88
H 2.00 -4.84 1.68
H 2.13 -2.74 2.81
H 3.56 -3.62 3.30
H 3.82 -4.25 5.41
H 2.28 -5.01 5.93
H 2.79 -3.48 6.63
```

Properties
Electronic energy = -2518.59233 hartree
Total charge = +1
HOMO = -10.097 eV


# 2
ORCA calculation (wB97M-V/def2-TZVPD) on a cluster of 3 separate species, C22H33FN3O3 in total.

XYZ file:
```
62
Properties=species:S:1:pos:R:3
C 2.11 -0.05 1.36
O 2.93 0.01 0.21
C 3.55 1.26 -0.06
C 2.80 2.11 -1.08
C 1.92 3.22 -0.50
C 0.52 2.74 -0.08
C 0.12 3.29 1.28
N -1.28 2.89 1.62
C -2.22 3.60 0.91
N -2.10 5.03 0.79
F -1.95 5.27 -0.59
N -3.16 2.99 0.29
C -3.39 1.53 0.23
C -3.81 1.15 -1.18
C -3.65 -0.34 -1.44
O -3.39 -0.79 -2.51
O -3.88 -1.08 -0.33
H 1.05 -0.09 1.09
H 2.28 0.81 2.03
H 2.34 -0.96 1.91
H 4.53 1.03 -0.47
H 3.72 1.81 0.87
H 3.55 2.58 -1.73
H 2.20 1.44 -1.70
H 2.43 3.65 0.37
H 1.81 4.03 -1.22
H -0.21 3.05 -0.83
H 0.51 1.65 -0.04
H 0.24 4.38 1.29
H 0.76 2.88 2.06
H -1.44 3.04 2.62
H -3.00 5.48 1.00
H -3.82 3.57 -0.25
H -2.47 1.05 0.55
H -4.18 1.31 0.94
H -4.85 1.42 -1.35
H -3.19 1.66 -1.92
H -3.25 -1.82 -0.29
C -5.35 -5.71 2.33
C -4.35 -5.35 3.22
C -3.82 -4.07 3.19
C -4.30 -3.14 2.26
C -5.30 -3.50 1.37
C -5.83 -4.79 1.41
H -5.77 -6.71 2.36
H -3.99 -6.06 3.94
H -3.04 -3.79 3.88
H -3.88 -2.14 2.24
H -5.67 -2.79 0.65
H -6.61 -5.07 0.71
C 6.13 -1.13 -3.83
C 7.05 -2.15 -3.62
C 7.07 -2.82 -2.41
C 6.18 -2.48 -1.41
C 5.25 -1.46 -1.61
C 5.23 -0.79 -2.83
H 6.10 -0.61 -4.78
H 7.74 -2.42 -4.41
H 7.79 -3.61 -2.25
H 6.20 -3.01 -0.46
H 4.56 -1.19 -0.83
H 4.51 0.00 -2.99
```

Properties
Electronic energy = -1347.59185 hartree
Total charge = +1
HOMO = -10.685 eV


# 3
ORCA calculation (wB97M-V/def2-TZVPD) on a cluster of 9 separate species, C35H85N11O11 in total at a distorted geometry.

XYZ file:
```
142
Properties=species:S:1:pos:R:3
C -5.25 2.34 -0.85
C -3.82 1.93 -0.54
C -3.15 2.97 0.35
C -3.77 0.60 0.17
C -4.24 -0.59 -0.62
C -3.27 -0.76 -1.75
C -3.21 0.50 -2.58
C -2.05 0.33 -3.58
C -4.55 0.59 -3.41
N -2.95 1.68 -1.73
O -2.83 2.78 -2.63
H -5.88 1.60 -1.35
H -5.80 2.52 0.05
H -5.22 3.24 -1.45
H -3.79 3.20 1.21
H -2.21 2.58 0.70
H -2.99 3.89 -0.18
H -2.75 0.47 0.44
H -4.28 0.77 1.13
H -4.36 -1.49 -0.02
H -5.27 -0.38 -1.00
H -3.61 -1.51 -2.45
H -2.25 -0.97 -1.41
H -1.10 0.24 -3.01
H -1.86 1.14 -4.32
H -2.19 -0.53 -4.15
H -4.52 1.42 -4.20
H -5.46 0.62 -2.84
H -4.60 -0.36 -4.02
H -3.61 2.82 -3.17
C 3.77 -1.78 -4.20
C 3.87 -2.88 -3.16
C 5.28 -3.02 -2.63
C 2.94 -2.67 -1.98
C 1.48 -2.76 -2.29
C 1.23 -4.21 -2.78
C 2.00 -4.50 -4.05
C 2.03 -6.03 -4.30
C 1.33 -3.80 -5.29
N 3.43 -4.21 -3.72
O 4.27 -4.54 -4.77
H 2.77 -1.60 -4.44
H 4.12 -0.94 -3.62
H 4.45 -1.88 -5.05
H 6.00 -3.15 -3.48
H 5.49 -2.12 -2.08
H 5.33 -3.85 -1.93
H 3.14 -3.50 -1.25
H 3.23 -1.73 -1.49
H 0.84 -2.36 -1.50
H 1.31 -2.10 -3.15
H 0.14 -4.43 -2.83
H 1.59 -4.87 -2.00
H 1.01 -6.31 -4.59
H 2.40 -6.54 -3.37
H 2.69 -6.33 -5.09
H 1.10 -2.78 -5.04
H 0.47 -4.31 -5.60
H 2.03 -3.76 -6.12
H 4.42 -3.74 -5.28
C 0.33 -3.56 4.68
C 0.08 -2.93 3.30
C 1.25 -3.26 2.39
C -1.15 -3.64 2.65
C -2.50 -3.15 3.26
C -2.63 -1.63 3.15
C -1.45 -0.96 3.91
C -1.45 0.52 3.61
C -1.71 -1.12 5.45
N -0.18 -1.46 3.25
O 0.96 -0.83 3.74
H 1.04 -2.90 5.30
H -0.60 -3.73 5.20
H 0.74 -4.52 4.48
H 1.01 -2.85 1.39
H 2.13 -2.64 2.76
H 1.39 -4.31 2.26
H -1.10 -3.39 1.57
H -1.22 -4.74 2.72
H -3.33 -3.56 2.67
H -2.63 -3.54 4.29
H -3.47 -1.17 3.65
H -2.55 -1.23 2.13
H -0.68 1.02 4.25
H -2.40 0.92 3.93
H -1.32 0.87 2.57
H -2.50 -0.40 5.68
H -0.87 -0.90 6.15
H -2.13 -2.07 5.74
H 1.40 -1.34 4.42
N -0.09 4.92 0.40
C -0.34 4.80 1.72
N 0.41 3.79 2.32
O -0.99 5.65 2.29
H -0.60 5.72 -0.03
H -0.01 4.11 -0.22
H 0.60 3.81 3.32
H 1.23 3.54 1.76
N -2.11 6.36 6.34
C -2.67 5.54 7.27
N -3.75 4.88 6.83
O -2.20 5.55 8.39
H -2.23 6.25 5.37
H -1.50 7.12 6.63
H -4.16 4.08 7.32
H -3.98 4.81 5.88
N 4.39 -1.34 4.83
C 4.23 -0.47 3.73
N 3.93 0.80 4.03
O 4.24 -0.85 2.54
H 4.85 -2.25 4.62
H 4.38 -1.01 5.78
H 4.36 1.15 4.89
H 3.60 1.34 3.22
N 3.76 3.46 -0.41
C 3.62 2.49 0.49
N 4.06 1.21 0.18
O 2.94 2.54 1.49
H 3.50 4.37 0.02
H 4.47 3.46 -1.09
H 3.80 0.42 0.78
H 4.41 1.05 -0.75
O -0.21 3.86 -6.79
C 0.50 2.88 -6.03
C 1.15 3.51 -4.86
O 0.19 4.15 -4.01
H -0.60 4.52 -6.20
H -0.24 2.16 -5.70
H 1.28 2.54 -6.72
H 1.72 4.30 -5.32
H 1.75 2.88 -4.21
H -0.05 3.62 -3.27
O -0.09 2.01 -1.25
C 0.88 0.93 -1.11
C 0.80 0.27 0.27
O -0.59 -0.19 0.50
H -1.01 1.64 -1.25
H 0.72 0.11 -1.81
H 1.85 1.41 -1.24
H 1.05 0.98 1.07
H 1.41 -0.63 0.37
H -0.45 -0.67 1.34
```

Properties
Electronic energy = -2814.49145 hartree
HOMO = -8.489 eV
Energy above the lowest of the compared OMol25 structures with the same formula, charge and spin = 0.0 kJ/mol


# 4
ORCA calculation (wB97M-V/def2-TZVPD) on an isolated molecule of CH4N2S2 at a distorted geometry.

XYZ file:
```
9
Properties=species:S:1:pos:R:3
S 3.03 0.58 -0.18
N 2.20 -0.64 0.27
C 0.69 -0.66 0.11
N -0.16 0.37 -0.60
S -0.03 1.91 0.20
H 0.38 -0.97 1.17
H 0.45 -1.59 -0.52
H 0.24 0.40 -1.47
H -1.25 1.66 0.83
```

Properties
Electronic energy = -946.27937 hartree
HOMO = -8.383 eV
Energy above the lowest of the compared OMol25 structures with the same formula, charge and spin = 281.4 kJ/mol


# 5
ORCA calculation (wB97M-V/def2-TZVPD) on an isolated molecule of C16H23N3O3 at a distorted geometry.

XYZ file:
```
45
Properties=species:S:1:pos:R:3
C -2.54 -1.16 -2.75
C -3.59 -0.15 -2.50
N -4.52 0.21 -3.32
O -5.26 1.15 -2.71
N -4.81 1.40 -1.46
C -3.78 0.62 -1.29
O -3.02 0.52 -0.21
C -3.39 1.30 0.91
C -2.63 0.72 2.11
N -1.22 0.65 1.85
C -0.65 -0.49 1.39
O -1.23 -1.56 1.42
C 0.78 -0.34 0.86
C 0.76 0.55 -0.40
C 2.18 0.67 -0.96
C 3.09 1.30 0.10
C 3.12 0.40 1.34
C 3.64 -0.98 0.96
C 2.73 -1.60 -0.09
C 2.71 -0.71 -1.33
C 1.32 -1.72 0.47
C 1.70 0.28 1.91
H -2.31 -1.68 -1.82
H -1.63 -0.67 -3.10
H -2.87 -1.86 -3.51
H -4.47 1.25 1.07
H -3.11 2.34 0.73
H -2.82 1.33 3.00
H -2.96 -0.31 2.29
H -0.75 1.53 1.68
H 0.10 0.11 -1.15
H 0.38 1.55 -0.16
H 2.16 1.31 -1.84
H 4.10 1.40 -0.30
H 2.73 2.29 0.37
H 3.77 0.85 2.10
H 3.68 -1.62 1.85
H 4.66 -0.90 0.57
H 3.10 -2.59 -0.36
H 2.07 -1.16 -2.10
H 3.71 -0.62 -1.75
H 0.65 -2.17 -0.27
H 1.31 -2.36 1.35
H 1.71 -0.36 2.80
H 1.35 1.27 2.21
```

Properties
Electronic energy = -1013.45110 hartree
HOMO = -9.526 eV
Energy above the lowest of the compared OMol25 structures with the same formula, charge and spin = 283.7 kJ/mol


# 6
ORCA calculation (wB97M-V/def2-TZVPD) on a structure of composition C36H33CuFN2O2PSSe.

XYZ file:
```
78
Properties=species:S:1:pos:R:3
Cu -0.29 1.52 0.07
C -3.11 2.45 1.90
C -2.31 1.50 2.78
C -1.01 2.14 3.26
C -2.08 0.13 2.13
C -3.36 -0.70 2.03
O -3.46 -1.10 0.66
C -2.37 -0.58 0.01
N -1.60 0.17 0.74
C -2.23 -0.94 -1.36
C -3.40 -1.42 -2.01
C -3.45 -1.73 -3.33
C -2.27 -1.59 -4.13
C -1.12 -1.18 -3.53
C -1.01 -0.86 -2.14
P 0.69 -0.73 -1.73
C 1.46 -2.38 -1.86
C 2.78 -2.53 -1.45
C 3.37 -3.78 -1.43
C 2.62 -4.90 -1.78
C 1.29 -4.76 -2.16
C 0.71 -3.50 -2.19
C 1.43 0.33 -3.00
C 0.83 1.56 -3.23
C 1.42 2.47 -4.10
C 2.59 2.14 -4.77
C 3.18 0.90 -4.55
C 2.60 0.00 -3.67
H -3.32 3.38 2.43
H -4.07 2.01 1.58
H -2.54 2.70 1.00
H -2.91 1.28 3.68
H -0.39 2.45 2.42
H -0.43 1.45 3.88
H -1.22 3.04 3.85
H -1.34 -0.40 2.74
H -4.26 -0.14 2.29
H -3.32 -1.61 2.64
H -4.30 -1.51 -1.42
H -4.37 -2.07 -3.78
H -2.27 -1.81 -5.18
H -0.23 -1.11 -4.15
H 3.34 -1.66 -1.11
H 4.39 -3.89 -1.11
H 3.07 -5.89 -1.75
H 0.70 -5.63 -2.41
H -0.33 -3.39 -2.47
H -0.08 1.83 -2.71
H 0.96 3.44 -4.25
H 3.05 2.84 -5.45
H 4.09 0.63 -5.07
H 3.07 -0.96 -3.51
O 2.64 -0.04 1.67
S 1.28 -0.20 1.18
N 1.31 -0.10 -0.40
F 1.62 7.31 -0.30
C 1.18 6.02 -0.23
C 1.87 5.12 0.55
C 1.41 3.80 0.61
C 0.27 3.35 -0.08
C -0.38 4.33 -0.85
C 0.06 5.65 -0.93
H 2.76 5.44 1.09
H 1.99 3.11 1.21
H -1.27 4.07 -1.41
H -0.46 6.39 -1.53
Se 0.70 -2.53 1.43
C 0.64 -2.55 3.35
C 1.06 -1.50 4.16
C 0.95 -1.60 5.54
C 0.44 -2.74 6.14
C 0.03 -3.80 5.33
C 0.13 -3.70 3.95
H 1.49 -0.61 3.73
H 1.28 -0.77 6.15
H 0.36 -2.81 7.21
H -0.37 -4.70 5.78
H -0.20 -4.53 3.34
```

Properties
Electronic energy = -6532.96212 hartree
Total charge = -1
<S²> = 0.7625
HOMO (alpha / beta) = -2.510 / -4.700 eV
Energy above the lowest of the compared OMol25 structures with the same formula, charge and spin = 48.0 kJ/mol
Multiplicity = 2